The molecule C22H30N2O6, computed with ωB97M-V/def2-TZVPD.

Results
M: 418.49 g mol⁻¹
HOMO level: -7.522 eV
SMILES: CCOC(=O)C1(C[C@H]2CCCCO2)CCN(C(=O)Nc2ccc3c(c2)OCO3)CC1
Charge: 0
Gap between HOMO and LUMO: 0.30510 Eh

Structure (XYZ):
```
60
C22H30N2O6 ωB97M-V/def2-TZVPD
C -6.28 -2.25 -0.93
C -6.23 -0.82 -0.40
O -4.91 -0.28 -0.47
C -4.07 -0.59 0.52
O -4.38 -1.28 1.46
C -2.70 0.05 0.31
C -2.89 1.56 0.53
C -1.78 2.47 -0.02
C -2.00 3.92 0.41
C -0.88 4.80 -0.15
C 0.47 4.22 0.28
C 0.55 2.75 -0.13
O -0.52 2.01 0.42
C -1.73 -0.52 1.36
C -1.36 -1.98 1.05
N -0.83 -2.10 -0.29
C 0.45 -1.72 -0.64
O 0.73 -1.35 -1.76
N 1.38 -1.88 0.36
C 2.72 -1.48 0.35
C 3.54 -1.95 1.37
C 4.88 -1.58 1.47
C 5.36 -0.72 0.52
C 4.53 -0.24 -0.50
C 3.22 -0.60 -0.61
O 5.25 0.61 -1.31
C 6.56 0.63 -0.78
O 6.62 -0.19 0.37
C -1.85 -1.74 -1.27
C -2.20 -0.26 -1.11
H -7.30 -2.60 -0.94
H -5.88 -2.28 -1.95
H -5.68 -2.90 -0.30
H -6.85 -0.15 -1.01
H -6.57 -0.79 0.64
H -2.98 1.74 1.61
H -3.82 1.88 0.06
H -1.80 2.44 -1.12
H -2.97 4.27 0.06
H -1.99 3.97 1.50
H -0.98 5.82 0.21
H -0.94 4.81 -1.24
H 1.29 4.77 -0.18
H 0.57 4.30 1.37
H 1.46 2.28 0.25
H 0.53 2.67 -1.22
H -2.19 -0.47 2.34
H -0.82 0.09 1.35
H -0.66 -2.35 1.80
H -2.26 -2.60 1.11
H 1.11 -2.42 1.17
H 3.13 -2.63 2.11
H 5.51 -1.95 2.26
H 2.59 -0.24 -1.41
H 7.27 0.26 -1.53
H 6.83 1.66 -0.51
H -1.45 -1.93 -2.26
H -2.72 -2.38 -1.10
H -2.96 0.03 -1.84
H -1.29 0.30 -1.30
```